(1)
ORCA calculation (ωB97M-V/def2-TZVPD) on C3H5NOS2 in the gas phase.

Calculated values
HOMO, eV: -8.99

Cartesian coordinates (Å):
C 0.5298 -1.9077 1.9558
S 1.4129 -0.9997 0.6579
C -0.0733 0.0555 0.0206
C 0.4488 1.3355 -0.6467
S -0.3416 2.4854 -1.6606
N -1.2626 -0.3529 -0.2361
O -1.6940 -1.4805 0.4046
H -0.2136 -2.6143 1.3368
H -0.0130 -1.4338 2.6983
H 1.2598 -2.4539 2.6838
H 1.4993 1.4470 -0.6305
H -2.7143 -1.3017 0.3918

=====

(2)
ORCA calculation (ωB97M-V/def2-TZVPD) on C3H5NOS2 in the gas phase.

Calculated values
HOMO, eV: -9.14

Cartesian coordinates (Å):
O -0.9407 1.9410 -0.4515
C -0.0060 1.2256 0.3445
C 0.1424 -0.3141 0.0857
C 1.5048 -0.9006 -0.2067
S 2.8556 -0.0744 0.0478
N -0.8581 -1.0992 -0.1215
S -2.4499 -0.4934 0.1063
H -1.8435 1.6582 -0.2411
H 0.9592 1.6914 0.2094
H -0.3062 1.3854 1.4840
H 1.4232 -1.8884 -0.6619
H -3.0397 -1.6617 -0.1346

=====

Order from most stable to least stable according to the calculation: (2), (1)

=====

(1)
ORCA calculation (ωB97M-V/def2-TZVPD) on 2 unconnected molecules or ions with the total composition C5H16N3.

Calculated values
HOMO, eV: -13.61
Total charge: +1

Cartesian coordinates (Å):
C 1.3062 2.2472 0.3839
C 0.9224 1.3341 1.5558
C -1.2971 0.5730 1.9946
N -0.2749 0.5339 1.2532
H 1.7325 1.6866 -0.4437
H 0.4415 2.8181 0.0543
H 2.0776 2.9275 0.7260
H 1.7298 0.6544 1.8163
H 0.6857 1.9588 2.4226
H -2.1567 -0.0291 1.7296
H -1.3147 1.2003 2.8773
H -0.3825 -0.2125 0.3382
C -0.0720 -2.4829 -0.2811
N -0.8460 -1.2613 -0.5670
C -0.7141 -0.8198 -1.9894
N 0.3928 0.0513 -2.2649
H -0.2812 -2.7992 0.7292
H -0.3448 -3.2929 -0.9609
H 0.9851 -2.2571 -0.3547
H -1.8291 -1.4556 -0.3992
H -1.6457 -0.3072 -2.2558
H -0.6351 -1.7035 -2.6156
H 0.2518 0.9605 -1.8372
H 1.2686 -0.3246 -1.9114

=====

(2)
ORCA calculation (ωB97M-V/def2-TZVPD) on a molecular structure, C5H16N3.

Calculated values
HOMO, eV: -12.98
Total charge: +1

Cartesian coordinates (Å):
C -0.4513 1.6795 1.1241
C -1.4687 -0.9032 -1.0916
C -0.8906 -1.1821 1.2301
C 2.0076 0.4054 0.0676
C 0.0179 0.8348 0.0020
N 0.0510 1.4250 -1.2814
N -0.5842 -0.5850 -0.0411
N 1.9854 -1.0337 -0.2720
H 0.2395 2.5139 1.1274
H -1.5112 2.1065 0.9386
H -0.5098 1.0467 1.9993
H -1.6370 0.1202 -1.6967
H -1.1012 -1.6156 -1.7255
H -2.4271 -1.2865 -0.7019
H 0.0445 -1.1341 1.8724
H -1.8316 -0.6108 1.6738
H -1.1884 -2.2868 1.0447
H 2.5346 1.0434 -0.5533
H 2.0975 0.6600 1.1258
H 0.2684 0.7623 -2.0787
H -0.8695 1.8545 -1.6046
H 2.4889 -1.1225 -1.2030
H 0.2385 -1.1075 -0.3811
H 2.4967 -1.5840 0.4251

=====

(3)
ORCA calculation (ωB97M-V/def2-TZVPD) on a gas-phase ion, C5H16N3 (charge +1).

Calculated values
HOMO, eV: -11.75
Total charge: +1

Cartesian coordinates (Å):
N 0.8365 -2.8620 -0.2797
C 2.0683 -2.0569 -0.3495
C 1.8695 -0.6945 0.2866
C 1.0273 0.2285 -0.6292
N 0.1044 1.0168 0.2274
C -0.8397 1.8238 -0.5085
C -2.0909 2.0128 0.5392
N -2.3682 0.6128 0.8334
H -0.0555 -2.4297 -0.1335
H 0.7893 -3.5870 -0.9868
H 2.4244 -1.8510 -1.3877
H 2.8511 -2.7121 0.0705
H 2.8788 -0.4566 0.6479
H 1.2394 -0.9787 1.1985
H 1.8111 0.9031 -1.0403
H 0.5015 -0.2545 -1.4488
H 0.6277 1.5855 0.9155
H -1.1859 1.2774 -1.3825
H -0.4344 2.7762 -0.8574
H -1.8560 2.5157 1.4859
H -2.9149 2.3875 -0.0544
H -2.9909 0.4936 1.6908
H -1.4467 0.1414 1.0660
H -2.8465 0.1078 0.0965

=====

(4)
ORCA calculation (ωB97M-V/def2-TZVPD) on a gas-phase ion, C5H16N3 (charge +1).

Calculated values
HOMO, eV: -11.30
Total charge: +1

Cartesian coordinates (Å):
N 0.7127 -3.1907 1.1326
C -0.1081 -2.9831 -0.0290
C 0.3981 -1.9593 -1.0483
C 0.7724 -0.6101 -0.4305
N -0.3865 0.0040 0.2440
C -0.1634 1.3750 0.6586
C -0.5365 2.2904 -0.4892
N -0.7930 3.7151 -0.0213
H 1.5721 -3.6963 1.0303
H 0.6400 -2.5420 1.8946
H -1.1233 -2.7131 0.3055
H -0.2650 -3.9289 -0.5411
H -0.3649 -1.7984 -1.8184
H 1.3022 -2.3422 -1.5366
H 1.6117 -0.7842 0.2567
H 1.0724 0.0575 -1.2369
H -0.6449 -0.5544 1.0457
H 0.8700 1.5633 0.9824
H -0.7940 1.5881 1.5385
H 0.2401 2.3573 -1.2456
H -1.4221 1.9604 -1.0199
H -0.5650 3.8209 0.9696
H -1.7822 3.9624 -0.1129
H -0.2428 4.4084 -0.5287

=====

Order from most stable to least stable according to the calculation: (1), (4), (3), (2)

=====

(1)
ORCA calculation (ωB97M-V/def2-TZVPD) on 2 unconnected molecules or ions with the total composition C3H6N3O.

Calculated values
HOMO (alpha / beta), eV: -14.09 / -14.09
Total charge: +1

Cartesian coordinates (Å):
C 0.9217 0.1969 -0.3302
C -1.2811 0.7025 0.1784
C -1.0803 -0.8331 -0.0376
N 3.2075 0.2539 -0.5095
N 0.0981 1.1649 -0.0729
N 0.3465 -0.9653 -0.2863
O 3.6857 -0.2521 0.3759
H -2.0040 1.1361 -0.5335
H -1.6725 0.8333 1.0913
H -1.5200 -1.3981 0.8440
H -1.8254 -1.0208 -0.9196
H 0.3924 2.0834 0.2842
H 0.7313 -1.9018 -0.0841

=====

(2)
ORCA calculation (ωB97M-V/def2-TZVPD) on a gas-phase ion, C3H6N3O (charge +1).

Calculated values
HOMO (alpha / beta), eV: -13.48 / -13.42
Total charge: +1

Cartesian coordinates (Å):
H 0.8716 -2.3730 -0.0206
N 1.1378 -1.3922 0.1530
N 0.3970 -0.3440 0.0404
C -1.0772 -0.4184 -0.0281
C 0.8715 0.8695 -0.1306
C 2.2959 1.0559 -0.0808
N 3.1327 0.1251 -0.0389
O 4.0793 -0.5303 0.0263
H -1.3011 -1.3358 -0.6450
H -1.4498 -0.3967 1.0333
H -1.2987 0.4859 -0.6266
H 0.1801 1.6977 -0.2232
H 2.5300 2.0770 0.1386

=====

Order from most stable to least stable according to the calculation: (1), (2)

=====

(1)
ORCA calculation (ωB97M-V/def2-TZVPD) on 2 unconnected molecules or ions with the total composition C2H3NO2.

Calculated values
HOMO, eV: -10.47

Cartesian coordinates (Å):
C 0.7612 0.2139 0.2933
C -2.2941 -0.4505 -0.1852
N 1.3031 -0.2290 -0.7688
O -2.4737 0.4072 -0.8868
O -0.2072 -0.3802 0.9369
H 0.6918 1.2700 0.5398
H 0.2603 -1.2518 1.1025
H 1.9588 0.4205 -1.0316

=====

(2)
ORCA calculation (ωB97M-V/def2-TZVPD) on C2H3NO2 in the gas phase.

Calculated values
HOMO, eV: -11.71

Cartesian coordinates (Å):
N 2.7818 0.5657 -1.3492
C 1.7721 0.3910 -0.8909
C 0.3407 0.1719 -0.5290
O 0.1525 0.9080 0.7461
O -0.0720 -1.1918 -0.3501
H -0.2887 0.7106 -1.1894
H 0.8552 0.5155 1.2517
H 0.8561 -1.6143 -0.2833

=====

Order from most stable to least stable according to the calculation: (2), (1)